1.
C32H56BN7O4Se2V as an isolated structure. Source: OMol25; level of theory: ωB97M-V/def2-TZVPD.

Cartesian coordinates (Å):
V: -0.67 0.56 -0.13
C: -3.81 -2.89 2.88
C: -3.72 -1.76 1.91
C: -4.71 -1.25 1.11
C: -4.11 -0.22 0.37
N: -2.81 -0.13 0.68
N: -2.60 -1.06 1.66
B: -1.27 -1.28 2.43
N: -0.61 0.03 2.85
N: -0.12 0.95 1.97
C: 0.52 1.88 2.68
C: 0.45 1.54 4.04
C: -0.27 0.37 4.11
C: -0.64 -0.41 5.33
C: 1.20 3.15 2.20
C: 0.43 4.34 2.80
C: 2.64 3.14 2.75
C: 1.26 3.34 0.69
N: -0.37 -2.22 1.63
N: -0.04 -2.01 0.33
C: 0.65 -3.09 -0.05
C: 0.75 -3.99 1.02
C: 0.11 -3.40 2.07
C: -0.02 -3.90 3.48
C: 1.29 -3.40 -1.39
C: 0.61 -4.65 -1.98
C: 2.77 -3.72 -1.12
C: 1.23 -2.29 -2.41
C: -4.91 0.64 -0.59
C: -5.18 -0.18 -1.86
C: -6.25 0.99 0.06
C: -4.22 1.94 -0.96
H: -4.82 -3.30 2.86
H: -3.11 -3.69 2.62
H: -3.58 -2.58 3.90
H: -5.74 -1.58 1.08
H: -1.56 -1.84 3.44
H: 0.87 2.08 4.88
H: -0.31 0.14 6.21
H: -1.72 -0.56 5.39
H: -0.17 -1.39 5.34
H: 0.40 4.29 3.90
H: 0.91 5.27 2.51
H: -0.60 4.35 2.43
H: 2.66 3.06 3.84
H: 3.19 2.30 2.31
H: 3.14 4.07 2.47
H: 0.28 3.59 0.29
H: 1.94 4.17 0.47
H: 1.65 2.45 0.20
H: 1.27 -4.94 1.04
H: 0.45 -4.88 3.54
H: 0.49 -3.23 4.18
H: -1.05 -3.99 3.80
H: 0.70 -5.51 -1.31
H: -0.45 -4.46 -2.15
H: 1.07 -4.91 -2.93
H: 2.89 -4.61 -0.48
H: 3.29 -3.91 -2.06
H: 3.24 -2.87 -0.61
H: 0.24 -2.24 -2.87
H: 1.50 -1.33 -1.97
H: 1.93 -2.48 -3.23
H: -5.74 -1.09 -1.63
H: -5.77 0.41 -2.58
H: -4.25 -0.46 -2.35
H: -6.84 0.11 0.31
H: -6.09 1.57 0.98
H: -6.84 1.61 -0.63
H: -3.89 2.50 -0.09
H: -4.91 2.57 -1.54
H: -3.35 1.76 -1.57
O: 4.14 3.07 -3.14
C: 3.97 2.18 -2.02
C: 4.44 0.76 -2.33
C: 5.97 0.79 -2.57
O: 6.39 1.61 -3.65
C: 3.79 0.20 -3.62
Se: 2.06 0.92 -4.25
C: 4.25 -0.17 -1.11
Se: 2.72 0.01 0.14
H: 3.43 2.79 -3.76
H: 2.92 2.15 -1.73
H: 4.54 2.60 -1.19
H: 6.32 -0.23 -2.76
H: 6.45 1.14 -1.64
H: 5.73 2.32 -3.71
H: 3.68 -0.88 -3.50
H: 4.48 0.36 -4.45
H: 5.13 -0.06 -0.46
H: 4.27 -1.19 -1.49
N: -0.64 0.15 -2.25
C: -1.43 1.00 -3.16
C: -1.11 2.48 -2.98
C: -1.45 3.13 -1.64
O: -1.80 4.31 -1.63
O: -1.33 2.41 -0.58
H: 0.34 0.29 -2.55
H: -0.84 -0.82 -2.42
H: -2.49 0.81 -3.00
H: -1.20 0.73 -4.20
H: -1.61 3.06 -3.75
H: -0.03 2.61 -3.14

Computed properties:
highest occupied orbital energy (alpha / beta)	-1.108 / -1.140	eV
spin multiplicity	4
maximum force	0.78	eV/Å
E_LUMO (alpha / beta)	3.84 / 3.84	eV
net charge	-2
gap between HOMO and LUMO (alpha / beta)	5.0 / 5.0	eV
energy	-7709.1801	Eh

***

2.
C40H51BrNPS2SiTi as an isolated structure. Source: OMol25; level of theory: ωB97M-V/def2-TZVPD.

Cartesian coordinates (Å):
Ti: -0.88 0.14 -2.05
C: 1.49 0.56 -5.34
C: 2.79 0.06 -4.78
C: 3.86 -0.21 -5.64
C: 5.07 -0.65 -5.14
C: 5.25 -0.84 -3.78
C: 4.20 -0.58 -2.91
C: 2.98 -0.11 -3.41
P: 1.64 0.36 -2.27
C: 2.31 -0.13 -0.63
C: 2.94 0.80 0.20
C: 3.57 0.39 1.36
C: 3.57 -0.96 1.71
C: 2.91 -1.87 0.91
C: 2.26 -1.48 -0.26
C: 1.55 -2.52 -1.08
C: 1.62 2.18 -2.32
C: 2.78 2.94 -2.21
C: 2.70 4.32 -2.17
C: 1.45 4.93 -2.23
C: 0.30 4.18 -2.40
C: 0.37 2.79 -2.50
C: -0.83 2.00 -2.93
H: 1.43 0.40 -6.41
H: 1.38 1.64 -5.16
H: 0.63 0.05 -4.87
H: 3.73 -0.06 -6.70
H: 5.89 -0.86 -5.83
H: 6.19 -1.19 -3.39
H: 4.35 -0.72 -1.85
H: 2.95 1.85 -0.07
H: 4.08 1.11 1.98
H: 4.08 -1.29 2.60
H: 2.89 -2.92 1.19
H: 0.73 -2.96 -0.50
H: 2.23 -3.34 -1.34
H: 1.16 -2.13 -2.01
H: 3.75 2.45 -2.16
H: 3.59 4.92 -2.10
H: 1.38 6.01 -2.18
H: -0.65 4.68 -2.52
H: -0.77 1.79 -4.01
H: -1.74 2.56 -2.76
S: -3.39 0.33 -1.97
C: -2.91 -1.27 -2.27
N: -1.71 -1.49 -2.82
C: -1.47 -2.86 -3.01
C: -0.37 -3.42 -3.66
C: -0.30 -4.80 -3.75
C: -1.31 -5.61 -3.22
C: -2.43 -5.05 -2.62
C: -2.50 -3.67 -2.54
S: -3.80 -2.69 -1.89
H: 0.39 -2.79 -4.10
H: 0.54 -5.26 -4.24
H: -1.22 -6.68 -3.29
H: -3.23 -5.67 -2.24
C: -4.28 0.12 1.73
C: -3.65 0.99 2.83
C: -4.40 0.76 4.16
C: -3.79 2.46 2.42
Si: -1.82 0.54 3.16
Br: -0.88 0.40 0.35
C: -0.62 1.94 3.70
C: 0.80 1.41 3.95
C: -0.53 3.08 2.68
C: -1.19 2.49 5.03
C: -1.40 -1.28 3.61
C: -2.48 -2.26 3.15
C: -1.32 -1.32 5.15
C: -0.06 -1.74 3.02
H: -5.31 0.45 1.58
H: -4.31 -0.93 2.00
H: -3.76 0.23 0.78
H: -5.44 1.05 4.03
H: -3.99 1.36 4.98
H: -4.38 -0.29 4.47
H: -4.84 2.67 2.25
H: -3.25 2.67 1.49
H: -3.44 3.14 3.19
H: 1.22 0.97 3.05
H: 0.84 0.69 4.76
H: 1.43 2.25 4.24
H: -0.20 2.73 1.70
H: 0.21 3.80 3.04
H: -1.47 3.62 2.56
H: -1.22 1.72 5.81
H: -2.19 2.90 4.92
H: -0.53 3.29 5.38
H: -3.44 -2.08 3.62
H: -2.17 -3.27 3.43
H: -2.60 -2.25 2.07
H: -2.26 -1.03 5.62
H: -0.53 -0.67 5.55
H: -1.10 -2.34 5.46
H: -0.13 -1.87 1.94
H: 0.21 -2.70 3.47
H: 0.76 -1.04 3.22

Computed properties:
highest occupied orbital energy	-13.566	eV
maximum force	1.55	eV/Å
E_LUMO	-6.92	eV
net charge	+2
gap between HOMO and LUMO	6.6	eV
energy	-6459.8686	Eh
energy above the lowest of the compared OMol25 structures with the same formula, charge and spin	24.05	kcal per mole

***

3.
One molecule with the formula C3H5F3O2S. Source: OMol25; level of theory: ωB97M-V/def2-TZVPD.

Cartesian coordinates (Å):
C: 0.62 1.19 -0.67
C: 0.95 0.03 0.27
O: 0.45 0.22 1.54
S: 0.11 -1.46 -0.51
O: 1.08 -2.69 0.03
C: 2.52 -0.09 0.23
F: 3.07 1.16 0.10
F: 3.22 -0.72 1.16
F: 2.87 -0.71 -0.96
H: -0.48 1.26 -0.73
H: 1.08 2.23 -0.42
H: 0.93 0.98 -1.63
H: -0.23 0.87 1.39
H: 1.58 -3.10 -0.65

Computed properties:
highest occupied orbital energy	-9.236	eV
SMILES	C[C@@](O)(SO)C(F)(F)F
maximum force	2.64	eV/Å
E_LUMO	0.49	eV
net charge	0
gap between HOMO and LUMO	9.7	eV
energy	-965.5439	Eh
energy above the lowest of the compared OMol25 structures with the same formula, charge and spin	0.00	kcal per mole

***

The highest net charge belongs to which entry? C40H51BrNPS2SiTi

***

energy of number 1 (C32H56BN7O4Se2V)? -7709.1801 Eh